# 1
Below is a 2-piece molecular cluster, C2H7N2OS overall, with properties calculated with wB97M-V/def2-TZVPD.

## Properties
Frontier orbital gap in Ha: 0.326
Charge: +1
Energy above the lowest of the compared OMol25 structures with the same formula, charge and spin in eV: 2.4607

XYZ file:
```
13
Properties=species:S:1:pos:R:3:mulliken_charge:R:1
O -1.96574 2.69032 -1.64924 -0.347
H -0.95855 -1.60167 -0.60948 0.301
S -3.32985 1.55073 -2.23225 0.027
H 0.59115 0.74691 -0.25984 0.434
N 1.53608 0.75325 0.21419 -0.373
C -1.73454 -0.81175 -0.68101 -0.963
H 2.04316 -0.06444 0.05979 0.381
C -1.85469 1.41651 -1.28048 0.660
N -1.14595 0.54734 -0.78260 -0.541
H -2.34741 -1.19373 -1.48656 0.310
H -2.39297 -1.09531 0.24326 0.297
H 1.39628 1.01199 1.15027 0.379
H 2.09413 1.59525 -0.12623 0.436
```



# 2
Below is a 4-piece molecular cluster, C3H15NO4 overall, with properties calculated with wB97M-V/def2-TZVPD.

## Properties
Frontier orbital gap in Ha: 0.339
Energy above the lowest of the compared OMol25 structures with the same formula, charge and spin in eV: 3.0096

XYZ file:
```
23
Properties=species:S:1:pos:R:3:mulliken_charge:R:1
H 2.00488 -1.53466 1.74418 0.421
H -0.33293 -0.10602 -2.95371 0.316
N 1.53061 -0.81502 -0.03046 -0.236
O -2.53253 1.15024 0.13665 -0.600
H 0.85121 0.11149 1.87646 0.176
H -1.85760 1.02282 0.80824 0.311
H 3.58449 -0.74450 -0.04618 0.310
H -0.30160 3.17189 1.14646 0.284
H 0.00722 3.79275 -0.09253 0.264
H -2.25487 0.62941 -0.62635 0.308
O -1.23848 -1.14151 0.68879 -0.524
O -1.26146 -0.32710 -3.08308 -0.659
C 1.18576 -0.95195 1.41961 -0.344
H -0.09401 -2.64245 1.32993 0.335
O 0.24101 3.08602 0.41639 -0.542
H 1.26899 -1.60623 -0.52980 0.251
C 2.74041 -0.25541 -0.50829 -0.905
H 2.81164 0.87245 -0.29723 0.208
H 2.71998 -0.38594 -1.67215 0.285
H -0.52424 -1.54107 2.66319 0.373
H -0.88050 -1.08851 -0.29571 0.308
H -1.66126 0.54809 -3.37124 0.335
C -0.21351 -1.61524 1.63195 -0.674
```



# 3
Below is C25H47ClGaN2 as an isolated structure, with properties calculated with wB97M-V/def2-TZVPD.

## Properties
Frontier orbital gap in Ha: 0.266
Charge: -1

XYZ file:
```
76
Properties=species:S:1:pos:R:3:mulliken_charge:R:1
H -0.21996 1.89918 1.94401 -0.010
C 6.99926 -3.14092 -2.46363 -0.118
H -2.66696 4.39147 -2.63984 0.363
C 2.33014 1.14126 2.89302 -0.942
H -5.71990 1.78785 -2.99047 0.257
H 7.79865 -3.36555 -3.25793 0.272
H -4.05409 1.19401 -3.67623 0.319
H -2.64508 0.32828 -1.06228 -0.892
H -1.93827 -0.93105 4.43814 0.454
H -2.86336 0.40518 1.13067 -0.421
C -3.89349 2.62074 -1.96000 -0.063
H 1.33781 0.98536 3.44199 0.212
H -0.52087 -2.75011 3.91629 0.322
H -5.55221 0.21503 -0.99771 0.241
C -2.71439 3.26852 -2.87266 -0.953
H -0.88069 2.04096 -3.47509 0.333
H 1.91816 3.59803 -1.38717 0.445
H 1.06425 -4.03026 1.86033 0.261
Ga 3.47125 -2.05824 0.76776 0.236
H 2.59807 2.25246 2.78152 0.252
H 0.97132 2.01142 -1.51112 0.269
N 2.17164 0.56149 1.50498 0.220
H -3.39834 2.28573 -0.98856 -0.085
H -2.62858 -2.03032 0.04751 0.033
H 1.19511 -1.89731 -0.54505 0.134
H 8.41124 -1.62269 -1.48138 0.260
H 6.52471 -0.91015 0.44117 0.276
C 7.37870 -2.09978 -1.44626 -0.360
C -0.00238 -1.99931 1.89185 0.721
H -2.97475 3.19784 -3.98479 0.357
H -1.61057 2.56374 0.85466 0.496
H 0.83217 -1.50026 2.47870 0.001
H -3.75668 -2.29991 2.58908 0.358
H -4.16724 -0.72691 3.42832 0.337
H 0.33654 4.15502 -3.13144 0.307
C 3.50122 0.01628 1.04750 -0.815
C 0.63991 -3.25605 1.13745 -0.852
H -5.25097 -0.74445 -2.51514 0.326
H -1.38857 -0.18412 2.85659 -0.225
C -0.19858 3.78152 -2.19464 -0.808
H 3.13080 0.58188 3.49304 0.434
H -3.00489 -1.16428 -2.14471 0.458
H -0.21560 -3.77900 0.56304 0.306
H -1.78800 -3.25682 2.59356 0.326
C -4.65530 1.44074 -2.72669 -0.687
C 4.92644 -3.48293 -1.60849 0.054
H 4.37776 0.34924 1.69857 0.277
H -4.45512 -2.09980 -0.05945 0.341
C 1.68303 -2.75663 0.03090 -0.470
C 0.89736 3.10266 -1.20106 -0.604
C 5.05914 -2.44478 -0.51767 -0.047
C -1.26922 2.63385 -2.56931 0.441
C -1.96122 -1.06950 3.30594 0.047
C -3.62316 -0.42215 1.30101 0.285
C -0.54561 2.17158 0.87859 -0.419
H 1.43766 3.31802 0.94254 0.160
C -4.80593 0.09648 -1.86537 -0.819
C 6.37879 -1.68309 -0.36908 -0.301
H 3.91923 -4.03407 -1.62755 0.195
H -0.06784 4.31877 0.48289 0.500
C -3.57127 -1.38198 0.00932 -0.615
H 1.94048 -3.59612 -0.71351 0.337
Cl 4.05898 -3.05757 2.77458 -0.540
C 0.46562 3.32408 0.32984 -0.687
H 1.97474 1.33828 0.85360 -0.228
H -0.44740 1.22497 0.23743 -0.017
H -1.37961 1.88183 -1.72505 -0.555
C -3.42917 -1.21079 2.68943 -0.975
H -0.46047 -1.30349 1.09968 -0.465
N 5.82093 -3.90406 -2.62064 -0.566
H -4.58146 3.50545 -1.70384 0.476
H -4.69247 0.00276 1.32255 0.401
C -3.40308 -0.47531 -1.32443 0.711
C -1.11958 -2.42661 2.98926 -0.886
H -0.72909 4.65171 -1.68784 0.347
H 3.70028 0.45268 -0.00120 0.267
```



# 4
Below is one molecule with the formula C7H17N2OP, with properties calculated with wB97M-V/def2-TZVPD.

## Properties
2S+1: 3
Frontier orbital gap (alpha / beta) in Ha: 0.118 / 0.134

XYZ file:
```
28
Properties=species:S:1:pos:R:3:lowdin_spin:R:1
H 0.82505 -1.49908 -1.85561 0.007
H -0.10647 0.77363 -2.22480 0.028
H 2.39347 -2.16556 -1.15519 0.002
C -2.27599 -0.62671 1.12332 0.336
N -0.01435 1.27162 -0.23096 0.579
H -0.43849 2.32698 -1.87446 0.013
C -3.41210 -0.47725 0.43912 0.358
H 2.80755 -0.59764 1.81750 0.000
H -1.24510 -1.38954 -0.56473 0.014
P 0.34986 -0.06807 0.70726 0.081
H -4.35068 0.03787 0.94862 0.036
H 2.42115 -0.53227 -1.94348 0.004
N 1.77602 -0.63505 -0.00777 0.053
H -0.40617 2.25198 1.43841 0.014
H -0.91495 -2.15710 1.01781 0.007
C 0.16789 1.52975 -1.67518 0.096
C -0.74784 2.38891 0.39246 0.092
H 3.72689 -0.93052 0.28532 0.002
H -2.28608 -0.30904 2.11279 0.017
H 1.15926 1.78547 -1.81226 0.023
C 1.81103 -1.31451 -1.27185 0.015
H 2.76580 -2.28862 1.05919 0.002
H -0.58748 3.29977 -0.04094 0.008
O 0.43348 0.34664 2.09120 0.019
H -1.82988 2.20392 0.40659 0.065
C 2.82939 -1.21996 0.89323 0.008
C -1.04797 -1.24965 0.45584 0.059
H -3.80326 -0.75597 -0.53142 0.065
```



# 5
Below is C36H68Cl6GeN3O4PSSi6Tc as an isolated structure, with properties calculated with wB97M-V/def2-TZVPD.

## Properties
2S+1: 4
Frontier orbital gap (alpha / beta) in Ha: 0.197 / 0.240
Charge: -2
Energy above the lowest of the compared OMol25 structures with the same formula, charge and spin in eV: 1.4685

XYZ file:
```
127
Properties=species:S:1:pos:R:3:lowdin_spin:R:1
Si 0.72914 2.10134 -4.59545 0.019
H -1.63324 -0.91674 -6.32430 0.000
C 2.20976 -5.19452 -0.00746 0.105
C -3.18216 2.59072 -1.24131 0.006
H -3.61361 4.86080 -0.06534 0.000
C 0.71919 2.58430 4.36680 0.000
H -3.00059 0.23670 1.68218 0.000
H -2.45177 1.85999 -5.78432 0.000
H 0.46704 -1.28606 -6.48855 0.000
H -2.64398 3.44840 -1.64610 0.000
H -1.78443 2.81283 2.20998 0.000
C 0.52330 3.78239 5.03237 0.000
Tc 0.14540 0.72919 -0.46140 1.829
C -1.75942 3.18749 5.46429 0.000
H -3.28605 -3.75528 -2.28419 0.001
H -0.06257 -3.31260 3.06844 0.006
H -3.08538 -0.84911 -1.89988 0.000
C -2.25736 -1.23385 -5.48690 0.004
C 1.42421 -1.47452 -6.00234 0.002
H 1.52360 -4.85196 -2.01389 0.005
H -4.53084 -1.81553 -0.44380 0.000
S -0.21903 0.36322 3.04326 0.003
C 2.75441 -8.13920 2.34232 0.023
H -1.16687 3.64714 -5.24772 0.000
C -0.33959 1.70454 4.22126 0.000
Si -2.16777 0.04328 -4.05625 0.022
Cl 3.62044 -1.58720 0.20848 0.015
C 1.56262 -4.23721 0.83814 0.026
Si 1.28508 -1.42754 -4.08582 0.015
H 2.13322 -0.73444 -6.37266 0.000
H 3.11531 1.91164 -3.84347 0.000
H -0.32510 -3.35632 -4.34725 0.000
H -4.28082 0.20634 -2.64712 0.000
H -5.21797 4.47639 0.62084 0.000
H 3.17987 -1.67289 -2.46933 0.000
Cl 2.71210 4.14541 -1.19655 -0.002
H 1.45186 1.11719 -6.82175 0.000
O -1.47155 -0.36164 3.17522 0.005
C -4.24269 4.06396 0.33772 0.000
H -1.17437 -0.88908 1.03426 0.005
H -4.02660 1.35804 -5.16589 0.001
H -1.80284 -4.21933 1.83815 0.001
C -4.40942 2.42574 2.04532 0.000
H -3.27684 -1.35415 -5.85938 0.001
H -0.25499 5.61256 7.02597 0.000
H -4.43886 -3.40275 0.31838 0.000
C -3.96502 -2.42116 0.26428 -0.001
H -2.59382 -5.12086 0.53856 0.001
C -0.94003 5.46057 6.18992 0.000
H 1.51386 -2.60648 3.17228 0.004
N -3.61303 3.53296 1.53772 -0.001
H 3.25858 -8.73001 1.57658 0.000
N -4.45877 3.06198 -0.69842 0.003
C 1.49877 -4.54556 2.23747 0.094
H 0.97456 -2.97273 -0.82241 0.020
C 0.58896 -3.17940 -3.77945 0.004
H -2.35502 1.25273 4.69365 0.000
H -2.00831 -2.69790 -2.90589 0.000
H -0.83241 3.75449 -3.52712 0.000
C -2.25134 -3.43768 -2.14724 0.006
H -5.34028 1.18089 -0.88481 0.000
H -3.90534 1.99388 2.91115 0.000
C -3.39096 0.67338 0.76096 -0.001
H 0.43245 2.53111 -7.07247 0.000
C -1.77920 -4.43004 0.76858 0.009
C 2.45912 -4.87690 -1.45284 0.017
H 3.60166 -0.54916 -3.73360 0.000
C -2.23229 3.13220 1.27356 -0.001
C 2.60427 -6.41776 0.49418 -0.010
H -5.38311 2.82341 2.35526 0.000
H -0.75538 6.25012 5.45933 0.000
C -1.56704 1.98725 4.79454 0.000
H 3.39664 -8.08981 3.22502 0.005
C 0.97528 -3.10491 0.25499 0.352
Cl -0.39368 4.81488 -1.19423 -0.003
H 0.34473 -3.31216 -2.72727 0.000
C -3.53714 -0.56583 -2.85175 0.003
H -3.39029 1.90037 -2.05926 0.000
O 0.33222 -2.15415 0.93876 0.151
H 1.77049 -2.45897 -6.32216 0.000
Cl 1.07842 3.98862 1.46774 -0.002
Cl 3.09668 1.12181 1.76092 -0.004
C 0.98631 -3.55523 3.23871 0.016
H 3.07679 -7.13396 -0.17261 -0.004
H -1.89867 -2.21356 -5.16937 0.000
H 3.10968 -5.62633 -1.90459 0.000
H -1.60898 -4.30650 -2.28557 0.000
O -0.14546 1.09832 1.74304 0.031
Si 0.09927 0.35084 -2.86221 0.063
H 1.09506 -3.94874 4.25097 0.000
N -4.63865 1.37441 1.06534 0.000
H 1.84604 -8.67651 2.63035 0.008
H -3.60652 -0.13013 0.05598 0.000
C 2.41931 -6.76497 1.82888 0.125
C -5.22725 1.96201 -0.12924 0.000
H 1.67651 2.32526 3.93648 0.000
P -2.07246 1.74953 0.01689 0.005
H -2.73210 3.42917 5.87698 0.000
H 0.21863 4.57080 -4.66193 0.000
H -1.96164 5.56342 6.55523 0.000
H 1.30798 -3.95142 -4.06073 0.001
C -2.99235 1.56708 -4.88256 0.005
H 1.33392 4.49835 5.10058 0.000
H 2.93048 -3.89895 -1.55087 0.003
H -0.29092 0.98440 -6.63119 0.000
H 1.80947 -6.02959 3.73581 -0.004
H 3.03797 2.82215 -5.35477 0.000
C 0.56668 1.63788 -6.45933 0.003
C 3.10228 -1.49948 -3.54209 0.002
H 2.59906 3.57562 -3.82276 0.000
H -1.69616 4.00693 0.91403 0.000
Ge -2.05596 -2.75226 -0.27624 0.009
C -0.36835 3.66365 -4.50502 0.003
C 1.90034 -5.78995 2.67994 -0.015
C -0.63461 -1.35380 0.21085 -0.018
Cl 3.97830 1.10453 -1.33555 0.004
Si 0.95222 3.21719 -0.49314 0.006
H -2.99807 2.43127 -4.21716 0.000
O 0.97250 -0.36604 3.37040 0.003
H -6.21857 2.34622 0.13743 0.000
H -4.02731 -1.95938 1.24929 0.000
C -0.72452 4.11082 5.55836 0.000
Si 2.51977 0.19843 -0.03332 0.011
H 3.66472 -2.28558 -4.05130 0.000
C 2.54008 2.65407 -4.39661 0.003
H -0.83744 -4.92456 0.54563 0.002
H -4.07270 -1.43883 -3.22908 0.000
```